Entry 1:
Below is an isolated molecule of C3H4S2, with properties calculated with ωB97M-V/def2-TZVPD.

As for the multiplicity: 1. For the energy relative to the best compared isomer or geometry (same formula, charge and spin), the calculation gives 1.329 eV. The molecular weight comes out at 104.2 g/mol. The calculation puts the calculated total energy at -913.0116 Ha. The HOMO energy comes out at -0.3279 Ha. The value obtained for the maximum force is 2.7 eV/Å. As for the structure (SMILES): S=C[C@H]1CS1.

Structure (XYZ):
```
9
Properties=species:S:1:pos:R:3:lowdin_charge:R:1
C 1.26 -0.03 0.05 -0.670
C -1.22 -0.38 0.17 -0.507
C -0.09 0.50 -0.25 -0.687
S 2.51 0.37 -1.00 0.624
S -1.01 0.98 1.26 0.858
H 1.54 -0.59 1.05 0.104
H -2.06 -0.60 -0.46 0.080
H -0.67 -1.28 0.43 0.069
H -0.27 1.02 -1.25 0.129
```



Entry 2:
Below is a cluster of 7 separate species, C28H50N2O10S5 in total, with properties calculated with ωB97M-V/def2-TZVPD.

As for the multiplicity: 1. For the energy relative to the best compared isomer or geometry (same formula, charge and spin), the calculation gives 0.000 eV. The molecular weight comes out at 735.0 g/mol. The calculation puts the calculated total energy at -3949.6341 Ha. The HOMO energy comes out at -0.3056 Ha. The value obtained for the maximum force is 3.8 eV/Å. As for the structure (SMILES): O=S1(=O)CCCC1.O=S1(=O)CCCC1.O=S1(=O)CCCC1.O=S1(=O)CCCC1.O=S1(=O)CCCC1.c1cc[nH]c1.c1cc[nH]c1.

Structure (XYZ):
```
95
Properties=species:S:1:pos:R:3:lowdin_charge:R:1
C 9.51 -6.71 19.64 -0.230
C 9.03 -7.31 20.96 -0.210
C 7.52 -6.99 21.03 -0.199
S 7.36 -5.31 20.31 0.672
O 7.14 -4.30 21.32 -0.312
O 6.44 -5.37 19.21 -0.340
C 9.01 -5.30 19.68 -0.258
H 9.06 -7.31 18.80 0.134
H 10.60 -6.66 19.60 0.117
H 9.65 -6.89 21.77 0.120
H 9.08 -8.43 21.06 0.129
H 7.04 -6.84 22.04 0.119
H 6.88 -7.58 20.41 0.051
H 9.71 -4.73 20.30 0.118
H 9.01 -4.79 18.69 0.125
C 0.19 -7.62 17.35 -0.200
C 1.26 -8.74 17.68 -0.185
C 2.52 -8.55 16.78 -0.212
S 2.01 -7.42 15.44 0.692
O 2.37 -7.92 14.16 -0.307
O 2.38 -6.02 15.80 -0.348
C 0.24 -7.45 15.83 -0.227
H 0.54 -6.72 17.89 0.101
H -0.79 -7.79 17.75 0.106
H 0.81 -9.73 17.45 0.116
H 1.54 -8.81 18.75 0.104
H 2.95 -9.47 16.38 0.106
H 3.36 -8.04 17.23 0.062
H -0.25 -8.27 15.26 0.122
H -0.09 -6.48 15.51 0.094
C 2.94 -11.89 23.72 -0.169
C 1.46 -12.43 23.44 -0.207
C 1.48 -13.10 22.12 -0.233
S 2.51 -12.14 21.01 0.630
O 1.75 -11.17 20.31 -0.306
O 3.45 -12.96 20.35 -0.311
C 3.33 -11.25 22.36 -0.229
H 3.65 -12.64 24.07 0.102
H 2.87 -11.11 24.53 0.124
H 0.85 -11.53 23.50 0.114
H 1.11 -13.06 24.28 0.121
H 0.50 -13.16 21.63 0.113
H 2.01 -14.02 22.11 0.094
H 3.12 -10.19 22.35 0.101
H 4.39 -11.20 22.18 0.093
C 2.88 -3.91 19.11 -0.134
C 3.71 -3.06 20.22 -0.183
C 3.71 -3.81 21.49 -0.266
S 3.24 -5.47 21.24 0.622
O 1.96 -5.74 21.82 -0.308
O 4.29 -6.35 21.61 -0.319
C 3.16 -5.40 19.44 -0.210
H 3.24 -3.66 18.12 0.096
H 1.79 -3.72 19.16 0.118
H 3.34 -2.04 20.39 0.116
H 4.75 -2.93 19.88 0.110
H 2.96 -3.38 22.13 0.108
H 4.67 -3.84 21.97 0.089
H 2.40 -6.08 19.13 0.079
H 4.14 -5.70 19.19 0.050
C 5.58 -6.65 15.18 -0.208
C 5.12 -6.01 13.83 -0.183
C 6.14 -4.81 13.63 -0.232
S 6.08 -4.00 15.17 0.683
O 5.08 -2.94 15.21 -0.331
O 7.47 -3.62 15.50 -0.367
C 5.60 -5.47 16.16 -0.220
H 6.63 -6.96 15.08 0.113
H 4.99 -7.48 15.58 0.083
H 4.09 -5.64 13.95 0.093
H 5.03 -6.70 12.98 0.113
H 5.81 -4.09 12.91 0.095
H 7.19 -5.11 13.54 0.108
H 4.60 -5.26 16.58 0.080
H 6.29 -5.47 17.03 0.069
N 6.73 -16.07 16.64 -0.017
C 6.04 -15.20 15.88 -0.148
C 5.15 -14.52 16.68 -0.109
C 5.42 -14.97 18.00 -0.100
C 6.41 -15.95 17.94 -0.131
H 7.42 -16.68 16.34 0.125
H 6.16 -15.28 14.80 0.114
H 4.56 -13.70 16.35 0.082
H 4.87 -14.77 18.90 0.066
H 7.09 -16.47 18.66 0.120
N 5.13 -10.73 18.72 0.052
C 5.80 -10.79 17.59 -0.189
C 6.25 -9.57 17.20 -0.111
C 5.90 -8.64 18.23 -0.110
C 5.10 -9.37 19.11 -0.106
H 4.65 -11.54 19.13 0.118
H 6.01 -11.69 17.08 0.096
H 6.98 -9.40 16.39 0.107
H 6.19 -7.62 18.20 0.061
H 4.47 -9.05 19.97 0.116
```



Entry 3:
Below is a cluster of 9 separate species, C12H42O15 in total, with properties calculated with ωB97M-V/def2-TZVPD.

As for the multiplicity: 1. For the energy relative to the best compared isomer or geometry (same formula, charge and spin), the calculation gives 1.160 eV. The molecular weight comes out at 426.5 g/mol. The calculation puts the calculated total energy at -1610.8849 Ha. The HOMO energy comes out at -0.3599 Ha. The value obtained for the maximum force is 3.6 eV/Å. As for the structure (SMILES): OCCO.OCCO.OCCO.OCCO.OCCO.OCCO.O.O.O.

Structure (XYZ):
```
69
Properties=species:S:1:pos:R:3:lowdin_charge:R:1
O -0.41 3.29 0.49 -0.039
H 0.19 3.95 0.23 0.008
H -0.83 2.96 -0.34 0.042
O 1.92 -1.81 -1.60 -0.053
H 2.28 -1.87 -0.71 0.012
H 2.52 -1.19 -2.11 0.114
O -0.22 -0.45 -0.88 -0.066
H 0.11 -0.21 -0.01 0.040
H 0.58 -1.03 -1.21 0.042
C -1.55 -3.39 -3.11 -0.267
C -1.75 -3.70 -1.70 -0.218
O -0.53 -4.13 -1.10 -0.055
O -1.32 -4.63 -3.78 -0.060
H -0.79 -2.61 -3.35 0.133
H -2.46 -2.97 -3.55 0.113
H -2.38 -4.57 -1.59 0.133
H -2.17 -2.78 -1.16 0.135
H 0.05 -3.43 -1.02 0.030
H -0.42 -4.62 -4.18 0.104
C -2.64 1.32 -1.84 -0.206
C -2.90 0.07 -2.64 -0.231
O -1.98 0.02 -3.74 -0.055
O -1.27 1.68 -1.67 -0.135
H -3.11 1.15 -0.92 0.106
H -3.06 2.18 -2.41 0.141
H -3.89 0.12 -2.96 0.099
H -2.76 -0.79 -1.97 0.101
H -2.39 -0.52 -4.43 0.086
H -0.74 0.87 -1.51 0.028
C 3.11 0.53 0.58 -0.195
C 2.28 1.13 1.73 -0.265
O 0.95 0.99 1.49 -0.083
O 3.26 -0.90 0.53 -0.080
H 4.10 1.04 0.59 0.127
H 2.64 0.95 -0.29 0.106
H 2.57 2.16 1.70 0.121
H 2.53 0.68 2.69 0.130
H 0.49 1.83 1.26 0.073
H 3.07 -1.29 1.38 0.074
C 0.81 3.95 -2.93 -0.273
C 0.93 5.47 -2.49 -0.203
O 0.00 5.69 -1.42 -0.060
O -0.46 3.56 -3.32 -0.078
H 1.17 3.29 -2.06 0.121
H 1.51 3.73 -3.75 0.106
H 0.74 5.96 -3.42 0.102
H 1.95 5.66 -2.19 0.110
H -0.84 5.68 -1.87 0.082
H -0.75 2.65 -3.13 0.058
C 1.49 -3.73 2.46 -0.213
C 0.01 -3.90 2.24 -0.203
O -0.16 -5.12 1.44 -0.106
O 2.19 -3.42 1.23 -0.054
H 1.87 -4.63 2.96 0.126
H 1.60 -2.85 3.05 0.102
H -0.36 -3.02 1.73 0.111
H -0.49 -4.09 3.22 0.132
H -0.38 -4.93 0.48 0.054
H 1.71 -3.90 0.60 0.033
C -0.92 1.95 5.55 -0.222
C -0.03 0.75 5.34 -0.233
O -0.38 0.01 4.13 -0.077
O -0.99 2.73 4.31 -0.057
H -0.43 2.61 6.33 0.137
H -1.91 1.67 5.87 0.103
H -0.18 -0.02 6.18 0.143
H 0.98 1.20 5.37 0.112
H -0.05 0.51 3.39 0.018
H -1.72 2.50 3.81 0.040
```



no.,Kohn-Sham gap (Eh)
1,0.303
2,0.318
3,0.372